{
  "formula": "C10H12ClLuNP",
  "method": "ωB97M-V/def2-TZVPD",
  "energy_ev": -67479.583,
  "total_charge": 0,
  "e_homo_ev": [-3.9, -4.7],
  "elements": ["C", "C", "C", "C", "C", "Lu", "P", "H", "H", "H", "H", "H", "H", "H", "H", "Cl", "C", "C", "C", "C", "N", "C", "H", "H", "H", "H"],
  "xyz": [[-2.69116, 1.26680, -0.29783], [-2.23026, 2.68534, -0.75762], [-1.34819, 2.54469, -1.82963], [-1.27230, 1.19297, -2.19619], [-1.93919, 0.35001, -1.19891], [-0.37357, 1.36120, 0.00444], [-1.34362, 0.32714, 2.46661], [-3.26129, 1.52593, 0.69904], [-2.32334, 3.67784, -0.20511], [-0.98265, 3.39282, -2.41711], [-1.82215, -0.74225, -1.43827], [-0.52673, 1.07905, -3.03695], [-1.90672, -1.02856, 2.58394], [-2.43834, 0.83576, 3.26978], [-0.44663, 0.46859, 3.59947], [3.51603, -2.11536, -2.51902], [2.56259, -1.88537, -1.11295], [2.86513, -2.73317, -0.00551], [2.33461, -2.37541, 1.20083], [1.55067, -1.25415, 1.31196], [1.32847, -0.39480, 0.27273], [1.78713, -0.72539, -0.95332], [3.71032, -3.47074, -0.05920], [2.52679, -2.99940, 2.16602], [1.04206, -0.95103, 2.23528], [1.68235, -0.03251, -1.78248]]
}